C34H57N3O2SSiYb as an isolated structure in a non-equilibrium geometry, computed with wB97M-V/def2-TZVPD.

## Properties
LUMO energy (spin up / spin down): -3.0760 / -3.0807 eV
Molecular weight: 773.0 Da

The geometry in ORCA input format:
```
! RIJCOSX wB97M-V def2-TZVPD def2/J DEFGRID3
* xyz 1 2
O 0.4004 -2.7115 -1.6950
O -1.0639 -1.9768 -3.4700
C 1.7394 -2.7489 -2.3140
C 2.7444 -3.3981 -1.4007
H 1.9838 -1.7002 -2.5135
H 1.6597 -3.2865 -3.2701
H 2.8543 -2.8493 -0.4579
H 3.7134 -3.3828 -1.9056
H 2.5028 -4.4447 -1.1899
C -0.2084 -4.0576 -1.5182
C -0.1811 -4.9163 -2.7534
H -1.2292 -3.8548 -1.1759
H 0.3581 -4.5085 -0.6983
H -0.5824 -4.4093 -3.6381
H -0.8042 -5.8006 -2.5828
H 0.8288 -5.2729 -2.9766
C -2.5117 -1.8396 -3.1574
C -0.5254 -1.3394 -4.6826
C -3.2379 -3.0655 -3.6275
H -2.8457 -0.9207 -3.6517
H -2.5592 -1.7175 -2.0696
H -3.1577 -3.1971 -4.7115
H -4.2947 -2.9538 -3.3822
H -2.8717 -3.9679 -3.1240
C -0.9392 -2.1217 -5.8985
H 0.5593 -1.3293 -4.5406
H -0.8993 -0.3091 -4.6980
H -0.7375 -3.1947 -5.7974
H -0.3642 -1.7604 -6.7511
H -1.9964 -1.9741 -6.1312
H -0.3695 -2.1575 -2.5699
N 1.6895 0.9771 2.2362
C 1.4943 2.2724 2.4901
C 0.3169 3.0118 2.1895
C -1.0221 2.7250 1.8270
C 2.6409 3.0777 3.0600
H 3.4210 3.2343 2.2932
H 3.0750 2.5892 3.9453
H 2.2465 4.0545 3.3664
C -1.9815 3.8738 1.6158
H -2.7829 3.8575 2.3718
H -2.4266 3.8325 0.6076
H -1.4392 4.8183 1.7163
N -1.5098 1.4813 1.7106
C 2.9666 0.3394 2.4102
C 3.9253 0.2648 1.3669
C 3.7525 0.9477 0.0531
C 5.0967 -0.4798 1.5294
H 5.8025 -0.5486 0.7016
C 5.3427 -1.1687 2.7239
H 6.2433 -1.7708 2.8350
C 4.4263 -1.0496 3.7668
H 4.5974 -1.5829 4.7056
C 3.2898 -0.2616 3.6535
C 2.4436 -0.0736 4.8750
C -2.8376 1.1513 2.0878
C -3.8455 0.8874 1.1186
C -3.6253 1.1686 -0.3384
C -5.0597 0.3599 1.5583
H -5.8393 0.1564 0.8334
C -5.2783 0.0895 2.9040
H -6.2192 -0.3669 3.2273
C -4.3114 0.4090 3.8638
H -4.4869 0.2215 4.9211
C -3.1198 1.0284 3.4792
C -2.1686 1.5846 4.4962
Yb -0.0992 -0.3233 1.5622
H 3.6814 0.2021 -0.7476
H 4.6163 1.5759 -0.2028
H 2.8591 1.5657 -0.0002
H 1.7869 0.7934 4.8137
H 3.0678 -0.0287 5.7894
H 1.7933 -0.9424 5.0303
H -4.2228 0.4786 -0.9531
H -2.5687 1.0231 -0.5919
H -3.9135 2.1945 -0.6384
H -1.1144 1.3761 4.2799
H -2.3360 1.1480 5.4990
H -2.2888 2.6963 4.5497
H 0.4618 4.0763 2.3336
C 0.2710 0.5720 -1.0308
Si 0.4343 2.2071 -1.8982
H 1.1784 -0.0552 -0.9848
H -0.6055 -0.0282 -1.3365
C 1.7019 2.0528 -3.2867
C 1.0283 3.6950 -0.9032
C -1.2433 2.7196 -2.5850
H -1.7838 1.8698 -3.0244
H -1.1044 3.4795 -3.3690
H -1.8755 3.1606 -1.7992
H 2.6285 1.5855 -2.9222
H 1.9478 3.0581 -3.6596
H 1.3222 1.4498 -4.1231
H 1.8624 3.4615 -0.2278
H 0.2146 4.1340 -0.3081
H 1.3782 4.4667 -1.6092
S -0.6601 -0.9885 6.2728
C -0.6328 -1.2764 4.7139
N -0.5675 -1.3440 3.5086
*
```